Below is a 2-piece molecular cluster, C23H20N overall in a non-equilibrium geometry, with properties calculated with wB97M-V/def2-TZVPD.

The geometry in XYZ format:
```
44
Properties=species:S:1:pos:R:3:forces:R:3:lowdin_charge:R:1
C -2.3688 -0.0138 0.8184 1.88 0.63 -1.20 0.09
C -1.9853 1.1374 1.5642 -0.06 0.84 0.78 -0.16
C -1.6512 0.9504 2.9423 0.13 -0.30 -0.35 0.01
C -1.0804 1.9482 3.7169 -0.02 0.17 -0.20 -0.04
C -0.8177 3.2056 3.1485 -0.17 -0.64 -0.13 -0.02
C -1.1902 3.4504 1.8182 -0.15 -0.20 -0.05 -0.04
C -1.8177 2.4658 1.0611 0.12 0.10 0.18 0.01
C -2.6681 -0.1165 -0.5732 -0.42 -0.18 -1.07 -0.17
C -3.0529 -1.4048 -1.0668 0.29 0.30 0.38 0.01
C -3.2934 -1.6404 -2.4124 0.00 0.08 -0.06 -0.05
C -3.1691 -0.5996 -3.3461 0.03 -0.09 0.68 -0.02
C -2.8032 0.6783 -2.9003 0.08 -0.09 0.25 -0.04
C -2.5479 0.9165 -1.5531 -0.21 -0.11 -0.20 0.01
H -2.1987 -0.9726 1.3191 -0.36 0.77 -0.28 0.09
H -1.8619 -0.0298 3.3635 0.16 0.27 0.03 0.09
H -0.8237 1.7415 4.7562 -0.10 0.11 -0.30 0.12
H -0.3335 3.9792 3.7426 -0.13 -0.14 -0.18 0.12
H -0.9812 4.4220 1.3690 -0.19 -0.26 0.15 0.12
H -2.1585 2.7385 0.0679 0.19 0.03 0.55 0.09
H -3.1365 -2.2092 -0.3337 -0.04 0.11 -0.27 0.12
H -3.5640 -2.6439 -2.7423 0.06 0.31 0.09 0.12
H -3.3434 -0.7908 -4.4038 0.03 0.08 0.26 0.12
H -2.6937 1.4919 -3.6172 0.00 -0.22 0.21 0.12
H -2.2105 1.9098 -1.2797 -0.12 -0.49 -0.32 0.09
C -6.4915 -3.5582 4.8199 -0.36 -0.15 0.20 -0.02
C -5.4018 -2.8725 4.0412 -0.47 0.03 -0.13 -0.19
C -5.7177 -1.9960 3.0202 0.02 -0.15 0.20 -0.01
C -4.6888 -1.3623 2.3111 0.86 -0.56 0.55 -0.10
N -3.3956 -1.5757 2.5475 -1.31 -0.76 0.65 0.03
C -3.0369 -2.4623 3.5251 -1.08 -0.37 0.37 -0.20
C -4.0369 -3.1283 4.3181 1.01 0.16 -0.24 -0.10
C -3.5901 -4.0251 5.3212 0.20 -0.19 0.28 -0.01
C -2.2521 -4.2629 5.5634 -0.89 0.09 -0.07 -0.06
C -1.2849 -3.6287 4.7716 -0.16 0.58 -0.65 -0.06
C -1.6748 -2.7539 3.7635 0.60 -0.28 0.41 -0.02
H -6.0970 -4.2179 5.5996 -0.24 0.24 -0.28 0.06
H -7.1465 -2.8232 5.3184 0.24 -0.24 -0.29 0.10
H -7.1171 -4.1780 4.1554 0.21 0.31 0.20 0.10
H -6.7542 -1.7951 2.7512 0.23 -0.04 0.14 0.12
H -4.9456 -0.6694 1.5147 0.11 0.05 -0.02 0.11
H -4.3297 -4.5440 5.9218 0.26 0.07 -0.04 0.10
H -1.9764 -4.9439 6.3643 0.06 0.12 -0.20 0.11
H -0.2357 -3.8369 4.9592 -0.10 0.12 -0.17 0.11
H -0.9175 -2.2804 3.1369 -0.18 -0.08 0.15 0.11
```
Positions in Å, forces in eV/Å.

The largest force on an atom comes out at 2.3 eV/Å. The frontier orbital gap comes out at 5.97 eV. The total charge is +1. The calculation puts the relative energy (zero: lowest compared OMol25 entry of this formula, charge and spin) at 0.000 eV. For the HOMO energy, the calculation gives -11.33 eV.